(1)
This record from OMol25 describes a molecular structure, C21H21Cl3N4O6SV at a distorted geometry. The level of theory is ωB97M-V with the def2-TZVPD basis set.

HOMO energy (spin up / spin down): -0.403 / -0.400 hartree

```
! RIJCOSX wB97M-V def2-TZVPD def2/J DEFGRID3
* xyz 1 3
V -0.80734 -0.12171 1.53359
C 5.59331 -2.39097 1.56061
C 4.31494 -2.60739 0.85162
C 4.15555 -2.06255 -0.42312
C 3.00915 -2.24620 -1.18669
C 2.75880 -1.33023 -2.33473
C 2.12198 -3.21196 -0.75742
C 2.12676 -3.73957 0.55793
C 1.02510 -4.56258 1.17341
C 3.27943 -3.43166 1.37728
H 5.80922 -3.15829 2.35020
H 5.59653 -1.43732 2.04890
H 6.41516 -2.39856 0.76385
H 4.95589 -1.34716 -0.74191
H 1.98066 -0.54992 -2.20948
H 2.47956 -1.87704 -3.22151
H 3.69892 -0.80514 -2.51249
H 1.43674 -3.68198 -1.46180
H 0.06455 -4.14536 0.86178
H 1.13062 -4.37774 2.27376
H 0.92910 -5.66327 0.94538
H 3.30894 -3.74568 2.47918
N -3.88252 6.75051 -1.61283
C -3.41683 5.57461 -1.11357
C -2.24894 5.52001 -0.35011
C -1.61227 4.31423 -0.04078
C -2.22417 3.18924 -0.60406
C -3.50160 3.17477 -1.18050
C -4.04437 4.33187 -1.54821
S -1.35132 1.67431 -0.66453
O -0.94860 1.47728 -2.00979
O -0.28270 1.81924 0.33667
N -2.34061 0.56923 0.03962
C -3.05849 -0.24477 -0.75462
N -3.71994 -1.32873 -0.37730
C -4.08285 -2.22003 -1.29161
C -3.76389 -2.21199 -2.66324
C -3.32767 -0.89032 -2.96280
N -3.03446 0.00186 -2.07791
H -3.27694 7.58965 -1.68853
H -4.73635 6.83347 -2.14436
H -1.90041 6.43027 0.10381
H -0.68127 4.20828 0.61059
H -3.94071 2.19914 -1.45248
H -4.94197 4.33318 -2.16682
H -4.65201 -3.02658 -0.88248
H -4.10390 -2.94118 -3.38260
H -3.20459 -0.61050 -3.96656
O -0.79517 -1.53662 0.63288
O -1.92622 -0.34943 2.78220
Cl 1.30680 2.51047 4.48436
C 2.59469 1.05848 4.05024
Cl 3.86074 1.44552 2.80767
Cl 3.30411 0.49738 5.55728
C 1.71241 -0.19618 3.31393
O 2.07468 -1.32056 3.65866
O 0.76373 0.26620 2.62948
*
```

Results of the Löwdin charge analysis, in e, for atoms 1 through 2: 0.94 -0.01

***

(2)
This record from OMol25 describes a molecular structure, C24H30LuN2S3 at a distorted geometry. The level of theory is ωB97M-V with the def2-TZVPD basis set.

HOMO energy: -0.342 hartree

```
! RIJCOSX wB97M-V def2-TZVPD def2/J DEFGRID3
* xyz 1 1
Lu 0.52148 0.04186 -0.62698
C -1.32342 -1.70044 3.60672
C -0.22032 -0.64174 3.62752
S 0.46228 -0.04084 2.04432
C 1.13588 -1.57064 1.27552
C 0.20838 -2.66474 0.70872
S -1.03342 -2.12954 -0.52488
C -2.57732 -2.88194 0.11562
C -2.87762 -2.92194 1.61912
S -2.73362 -1.33064 2.50182
H -1.73592 -1.78514 4.61882
H -0.88832 -2.67784 3.39232
H 0.61628 -1.00674 4.23392
H -0.60122 0.24616 4.14602
H 1.81288 -2.02814 2.00622
H 1.77718 -1.22094 0.45732
H -0.24642 -3.23894 1.51142
H 0.84588 -3.38684 0.18382
H -2.60672 -3.90894 -0.26648
H -3.39542 -2.35424 -0.38888
H -2.28422 -3.69914 2.10922
H -3.91902 -3.24344 1.74032
C -0.21192 4.74036 2.37882
C -1.50692 4.40156 1.99952
C -1.71702 3.45246 0.99302
C -0.64612 2.82866 0.32672
C 0.64698 3.17586 0.74782
C 0.86718 4.12326 1.75382
N -0.79092 1.87476 -0.62698
C -1.74462 2.04376 -1.57698
C -1.99692 3.25936 -2.23918
C -2.96692 3.36516 -3.24208
C -3.70202 2.24666 -3.62168
C -3.45892 1.02556 -3.00078
C -2.48712 0.92966 -1.99828
H -0.04552 5.47386 3.15912
H -2.36122 4.86356 2.48132
H -2.73602 3.18596 0.71922
H 1.49928 2.69656 0.27042
H 1.88328 4.36816 2.04202
H -1.41862 4.13956 -1.96488
H -3.13432 4.32346 -3.72078
H -4.45302 2.32476 -4.39918
H -4.01582 0.14116 -3.28928
H -2.30292 -0.03204 -1.52408
N 2.78308 0.04186 -0.62698
C 3.41828 -1.12304 -1.09068
C 4.73898 -1.41004 -0.73658
C 5.40308 -2.50094 -1.30338
C 4.76008 -3.29254 -2.25308
C 3.46058 -2.98224 -2.64798
C 2.80318 -1.88714 -2.08348
H 3.14628 0.32876 0.29392
H 3.11208 0.86466 -1.15298
H 5.26428 -0.79204 -0.01428
H 6.42428 -2.72784 -1.00938
H 5.27368 -4.14334 -2.69268
H 2.95848 -3.58614 -3.39878
H 1.79498 -1.63914 -2.40558
H 0.52148 0.04186 -2.63708
*
```

Results of the Löwdin charge analysis, in e, for atoms 1 through 2: 1.22 -0.52

***

(3)
This record from OMol25 describes a molecular structure, C15H39Br9N6O2P2 at a distorted geometry. The level of theory is ωB97M-V with the def2-TZVPD basis set.

HOMO energy (spin up / spin down): -0.062 / -0.219 hartree

```
! RIJCOSX wB97M-V def2-TZVPD def2/J DEFGRID3
* xyz -1 2
O -2.48287 5.25377 3.85809
P -1.26183 4.42638 3.84483
N -1.05615 3.35270 2.51534
C -0.10161 2.24061 2.49857
C -1.50080 3.75213 1.19546
N -1.21131 3.39107 5.22119
C -1.03526 4.06956 6.48424
C -1.86553 2.06575 5.21547
N 0.19024 5.35965 3.77464
C 0.30457 6.57338 2.97198
C 1.39284 4.85730 4.26800
H 0.81478 2.49124 1.96423
H -0.41971 1.41617 1.86043
H 0.13887 1.94214 3.51897
H -2.17385 3.05411 0.69759
H -0.63880 3.91460 0.54842
H -2.07309 4.67894 1.23553
H -0.86068 5.13696 6.34899
H -1.87155 3.88165 7.15758
H -0.11415 3.65052 6.88927
H -1.59111 1.55879 6.14055
H -2.94945 2.14434 5.29950
H -1.60617 1.38084 4.40818
H -0.07425 6.42156 1.96126
H -0.17930 7.45809 3.38581
H 1.32654 6.94377 2.89144
H 1.20641 4.50357 5.28201
H 2.16417 5.62012 4.37401
H 1.82517 4.14243 3.56789
O 1.15604 -3.77846 -4.52088
P 0.13580 -4.42095 -3.62547
N 0.72667 -5.78446 -2.73548
C 0.03734 -7.08178 -2.79747
C 1.89365 -5.62577 -1.84174
N -1.26718 -4.94697 -4.49509
C -1.05509 -5.37632 -5.84929
C -2.65966 -5.10157 -4.02380
N -0.51970 -3.36170 -2.48012
C -0.62048 -3.60351 -1.06645
C -0.95960 -1.99626 -2.76843
H -0.97790 -6.95448 -2.42175
H 0.58734 -7.73333 -2.11843
H -0.09330 -7.47792 -3.80449
H 2.37453 -6.59971 -1.75054
H 1.55187 -5.23764 -0.88224
H 2.60792 -4.96721 -2.33591
H -1.95150 -5.80827 -6.29422
H -0.71282 -4.50240 -6.40358
H -0.31248 -6.17337 -5.88571
H -2.89294 -6.08955 -3.62686
H -2.85787 -4.51014 -3.12991
H -3.23561 -4.63584 -4.82347
H -1.59659 -3.20822 -0.78530
H -0.52184 -4.62767 -0.70662
H 0.06042 -2.94488 -0.52730
H -0.11005 -1.31978 -2.67491
H -1.70391 -1.58440 -2.08690
H -1.32997 -1.80592 -3.77575
C 1.58963 -1.01105 1.86812
Br 1.04386 -2.90959 2.33608
Br 3.02604 -0.94727 0.43749
Br 2.26561 -0.17218 3.53507
H 0.74320 -0.41901 1.52007
C 4.32740 3.49232 -3.13667
Br 4.79835 2.59415 -4.86656
Br 4.11748 2.14696 -1.69490
Br 2.80739 4.60969 -3.50379
H 5.14728 4.17019 -2.89920
C 0.18463 2.06248 -2.58995
Br -0.70239 1.18066 -4.08833
Br 0.36125 0.74412 -1.08572
Br -0.93908 3.58392 -2.16821
H 1.18011 2.45096 -2.80488
*
```

Results of the Löwdin charge analysis, in e, for atoms 1 through 2: -0.30 0.61

***

(4)
This record from OMol25 describes a gas-phase ion, C5H11BNO (charge -1) at a distorted geometry. The level of theory is ωB97M-V with the def2-TZVPD basis set.

HOMO energy: -0.115 hartree

```
! RIJCOSX wB97M-V def2-TZVPD def2/J DEFGRID3
* xyz -1 1
C 2.44175 -0.22316 0.19935
C 1.70191 -1.09823 -0.54828
B 0.09688 -1.25136 -0.63467
N -0.72353 -0.25659 0.27282
C -2.03840 -0.80231 0.60755
C -0.87202 1.02317 -0.26608
C 0.03514 2.10327 0.29835
O -1.69541 1.33398 -1.10609
H 2.40041 -0.17587 1.28640
H 3.16327 0.46057 -0.26086
H 2.26421 -1.78464 -1.19875
H -0.22977 -2.39826 -0.31106
H -0.16410 -1.10022 -1.82677
H -1.90851 -1.54684 1.39736
H -2.70762 -0.02342 0.98625
H -2.54115 -1.30338 -0.23031
H 0.18603 1.89518 1.35757
H 1.01672 2.06880 -0.17344
H -0.42579 3.07931 0.15066
*
```

Results of the Löwdin charge analysis, in e, for atoms 1 through 2: -0.13 -0.17

***

(5)
This record from OMol25 describes a molecular structure, C20H30N12O4STi at a distorted geometry. The level of theory is ωB97M-V with the def2-TZVPD basis set.

HOMO energy: -0.196 hartree

```
! RIJCOSX wB97M-V def2-TZVPD def2/J DEFGRID3
* xyz 0 1
Ti -0.08748 0.28424 -0.10185
O -1.20636 -3.94133 0.19000
C -2.04520 -3.96714 -0.87985
C -2.52002 -5.20944 -1.29420
C -3.38453 -5.30167 -2.36846
C -3.79766 -4.15165 -3.03634
C -3.32392 -2.92016 -2.62045
C -2.43908 -2.80065 -1.54903
C -1.86693 -1.47579 -1.19586
O -0.74878 -1.47223 -0.41270
N -2.28482 -0.41237 -1.74135
N -1.28521 0.60449 -1.63209
C -1.59345 1.90645 -1.33291
C -2.38202 2.37802 -0.20433
C -3.06392 3.59868 -0.21334
C -3.67722 4.10277 0.92806
C -3.62172 3.37947 2.11670
C -2.92848 2.17595 2.15362
C -2.30445 1.68925 1.01163
O -1.50709 0.61438 1.05561
H -0.94063 -3.00262 0.29569
H -2.20143 -6.08795 -0.74763
H -3.74244 -6.27360 -2.68483
H -4.47698 -4.21735 -3.87563
H -3.63590 -2.00658 -3.11133
H -1.21323 2.64949 -2.02782
H -3.11308 4.15245 -1.14574
H -4.20093 5.05023 0.88973
H -4.09783 3.75762 3.01290
H -2.83696 1.60701 3.07234
N 1.82228 -1.66681 0.25542
N 2.73266 -1.67340 1.31567
C 2.30714 -1.14949 2.49692
N 3.06628 -1.50335 3.56622
S 1.03122 -0.09521 2.61734
H 1.23194 -2.49285 0.26578
H 2.27950 -1.60490 -0.65396
H 3.33225 -2.48605 1.38996
H 3.50967 -2.40874 3.56960
H 2.68597 -1.21746 4.45358
C 2.76105 1.89021 -4.62136
N 2.35202 1.92553 -3.22464
C 2.73064 3.08701 -2.43619
C 1.69137 0.90997 -2.62773
N 1.61566 0.71420 -1.35928
N 0.97257 0.07850 -3.44814
C 0.65130 -1.24551 -3.10243
N -0.59938 -1.59338 -3.56497
N 1.51937 -1.98243 -2.53213
H 3.73810 2.36412 -4.71365
H 2.06081 2.42390 -5.26963
H 2.84411 0.86236 -4.96371
H 2.81575 3.94672 -3.09834
H 3.68992 2.95128 -1.92640
H 1.96056 3.29476 -1.69366
H 2.30479 1.25741 -0.84710
H 0.37358 0.53392 -4.11942
H -1.29264 -0.86723 -3.40057
H -0.93153 -2.48166 -3.21147
H 1.11295 -2.88950 -2.31544
N 0.56461 4.39224 1.52449
C 1.15818 3.19468 1.27146
N 2.42653 2.99182 1.75749
O 0.58401 2.38823 0.55180
H 0.86705 4.96404 2.29350
H -0.41760 4.42797 1.28111
H 2.73181 3.56826 2.52483
H 2.64156 2.00993 1.87531
*
```

Results of the Löwdin charge analysis, in e, for atoms 1 through 2: 0.93 0.04

***

How do the records compare in calculated total energy? In the order shown, they have -4205.66364, -3471.87023, -24922.79696, -351.92260, -2985.93002 hartree.